ORCA calculation (ωB97M-V with the def2-TZVPD basis set) on CH5NP2 as an isolated structure.

Output
Kohn-Sham gap	7.51	eV
HOMO energy	-8.02	eV
ΔE to the lowest compared entry with this formula, charge and spin	29.3	kcal/mol
E	-778.46717	a.u.

The geometry in XYZ format:
```
9
Properties=species:S:1:pos:R:3:forces:R:3
C 0.11024 -1.55771 -1.14575 -2.025 2.591 -0.062
N -0.90017 0.94825 0.29296 -0.279 -0.540 -0.690
P -1.26259 0.42919 -1.11473 1.990 -2.347 0.259
P -1.45098 2.23471 1.24597 -0.053 -0.059 0.251
H -0.34129 -2.16589 -0.38019 -0.083 -0.172 0.171
H 0.00547 -1.94347 -2.14236 0.058 -0.260 -0.310
H 1.09362 -1.20088 -0.90048 0.275 0.157 0.074
H -0.58008 1.94814 2.30916 0.042 0.257 0.387
H -0.57922 3.19830 0.71930 0.075 0.372 -0.080
```
Forces are in eV/Å.